## i
The following is a quantum chemistry calculation of the ion C3H2NO2S2 with charge -1, from the OMol25 dataset.

- HOMO-LUMO gap: 6.633 eV
- Highest occupied orbital energy: -3.3 eV

Geometry as ORCA input:
```
! RIJCOSX wB97M-V def2-TZVPD def2/J DEFGRID3
* xyz -1 1
C 0.91093 -0.66168 -0.82004
C -1.02016 1.50889 -0.32296
C 0.28311 -1.45770 0.10438
N -1.51195 0.78555 0.64548
O 0.09547 -2.67666 0.22212
O 0.72908 0.34110 1.94275
S 0.56607 1.09157 -0.99896
S -0.47944 -0.32857 1.48177
H 1.87841 -0.83053 -1.26074
H -1.45153 2.22803 -0.99380
*
```

## ii
The following is a quantum chemistry calculation of the ion C3H2NO2S2 with charge -1, from the OMol25 dataset.

- HOMO-LUMO gap (spin up / spin down): 5.580 / 5.583 eV
- Highest occupied orbital energy (spin up / spin down): -2.3 / -2.3 eV

Geometry as ORCA input:
```
! RIJCOSX wB97M-V def2-TZVPD def2/J DEFGRID3
* xyz -1 1
O -0.44392 2.82706 -0.26689
C 0.39419 1.99139 -0.34777
C 1.24528 1.00836 -0.17817
S 1.04856 -0.15861 1.18969
C 0.31414 -1.61412 0.38009
N -0.87930 -1.58818 -0.11556
S -1.91150 -0.39276 -0.15073
O -3.15563 -0.88256 -0.73802
H 2.33840 1.15198 -0.38641
H 1.04977 -2.34255 0.61376
*
```

Stability check: which of them is least stable? ii.